Density functional theory data (ωB97M-V/def2-TZVPD) for a structure of composition C24H16AuBrCl3GeIN6.

```
! wB97M-V def2-TZVPD RIJCOSX def2/J DEFGRID3
* xyz 3 2
Au 2.002 0.395 -0.594
I -0.565 -1.261 -1.712
Br -3.032 -3.338 -2.952
Ge 3.742 0.132 -2.292
Cl 5.557 0.648 -1.417
Cl 3.258 1.346 -3.934
Cl 3.633 -1.880 -2.864
N -3.845 1.275 6.166
N 0.594 0.595 0.984
N 2.663 -3.419 2.378
N 0.946 2.189 -1.070
N -0.620 4.454 -1.457
N 2.389 -1.284 0.621
C -0.026 2.532 -0.177
C 0.321 4.107 -2.315
C 0.256 -1.379 -4.619
C -1.725 -2.679 -4.133
C -3.043 2.091 4.227
C 1.600 -1.385 1.729
C -3.935 2.233 5.285
C -2.164 1.005 4.179
C -0.301 -0.224 2.994
C 0.590 -0.324 1.937
C -0.847 -2.585 -6.371
C -1.140 1.798 2.009
C -1.186 0.855 3.038
C -0.223 1.636 0.983
C -0.696 -1.846 -3.725
C 3.297 -2.236 0.415
C -1.794 -3.046 -5.470
C -3.100 0.209 6.268
C 0.178 -1.754 -5.949
C 1.764 -2.456 2.578
C -2.206 0.063 5.211
C -0.781 3.661 -0.398
C 1.118 2.976 -2.128
C 3.419 -3.307 1.301
H 3.929 -2.160 -0.450
H -1.798 2.652 1.992
H -3.084 2.860 3.470
H -0.288 -0.982 3.761
H -3.202 -0.467 7.111
H 1.885 2.713 -2.830
H 1.051 -0.729 -4.284
H -1.570 -0.809 5.250
H -4.649 3.041 5.408
H -2.594 -3.697 -5.797
H 1.154 -2.558 3.468
H -1.555 3.958 0.299
H -0.915 -2.881 -7.409
H 0.916 -1.395 -6.654
H 0.465 4.739 -3.183
H 4.156 -4.081 1.124
*
```

Calculated values
- Electronic energy: -7716.6624 Ha
- Relative energy (zero: lowest compared OMol25 entry of this formula, charge and spin): 0.000 eV
- HOMO level (spin up / spin down): -15.28 / -15.28 eV
- LUMO (spin up / spin down): -10.3 / -12.1 eV
- Orbital gap (spin up / spin down): 0.182 / 0.115 Ha
- Expectation value of S²: 0.759